1.
The following is a DFT calculation (ωB97M-V/def2-TZVPD) of a structure of composition C2H2EuO3.

Last column: Löwdin spin population.
Atoms and positions in Å:
O -1.715 0.085 -0.719  0.2056
H -1.148 -1.153 -0.469  0.0860
Eu 2.232 1.507 0.112  7.0440
C -0.762 0.665 -0.112  0.0291
O -0.035 1.609 -0.498  -0.0065
O 1.424 -0.633 0.112  0.2281
C 0.160 -0.819 0.307  0.3639
H -0.155 -1.261 1.266  0.0499

Properties
Total charge = +1
Frontier orbital gap (spin up / spin down) = 7.3 / 7.6 eV
Multiplicity = 9
HOMO level (spin up / spin down) = -0.4640 / -0.4761 Ha
ΔE to the lowest compared entry with this formula, charge and spin = 0.00 kcal per mole
Lowest unoccupied orbital energy (spin up / spin down) = -5.32 / -5.32 eV

2.
The following is a DFT calculation (ωB97M-V/def2-TZVPD) of a cluster of 2 separate species, C5H11NO3S in total.

Last column: Mulliken charge in e.
Atoms and positions in Å:
H 2.495 -1.765 0.942  0.3921
C -0.714 1.490 0.214  -1.1762
C 0.934 0.860 -1.914  -0.7539
C 0.121 0.637 1.150  -0.4027
H -1.765 -2.171 1.556  0.2277
C -0.191 -0.997 1.205  -0.0981
H 1.169 0.835 1.050  0.2975
S -0.934 0.969 -1.630  0.4605
O -0.030 -2.104 -1.072  -0.5239
H 1.780 1.542 -1.195  0.1854
O -1.410 2.373 -2.228  -0.6459
H -0.379 0.982 2.206  0.3007
N -1.532 -1.264 1.215  -0.4697
C 0.577 -1.720 -0.042  0.3076
H 0.248 -1.298 2.097  0.4946
O 1.931 -1.838 0.000  -0.4962
H 0.946 -0.582 -1.656  0.2884
H -0.604 2.522 0.064  0.5628
H -1.715 1.307 0.607  0.4580
H 1.184 1.138 -2.996  0.3809
H -2.112 -0.918 0.427  0.2105

Properties
Frontier orbital gap = 8.8 eV
HOMO level = -0.3258 Ha
ΔE to the lowest compared entry with this formula, charge and spin = 109.48 kcal per mole
Lowest unoccupied orbital energy = -0.09 eV

3.
The following is a DFT calculation (ωB97M-V/def2-TZVPD) of a cluster of 16 separate species, C16H32Cl32 in total.

Last column: Mulliken charge in e.
Atoms and positions in Å:
H -4.407 -4.160 3.738  0.2726
H 2.183 4.850 2.415  0.0813
H -7.405 2.914 -1.324  0.3121
H -2.799 -3.289 3.942  0.1993
C 0.768 -0.084 3.692  -0.0343
Cl 4.383 2.384 1.131  -0.0770
Cl -0.223 -1.559 3.637  -0.0664
Cl 1.731 8.613 -1.075  -0.1804
Cl 0.943 3.701 -2.277  -0.1286
Cl 3.536 6.873 0.344  -0.1668
C 1.916 -1.552 -4.416  -0.3250
C 2.355 6.861 -0.998  0.2334
H -4.672 0.664 -3.121  -0.2884
Cl -2.617 0.588 -4.367  -0.1136
C 5.276 -1.264 -1.092  -0.6160
Cl -5.176 2.371 -1.141  -0.0649
C -6.546 3.585 -1.307  -0.4435
Cl 4.321 -7.056 0.216  -0.1670
Cl 0.720 -1.672 -3.156  -0.0480
H -0.881 2.815 -3.504  0.2911
Cl 3.877 -1.309 0.000  0.0512
H -1.670 2.625 1.123  -0.2407
H 1.563 -1.879 -5.394  0.3431
H 2.788 6.503 -1.932  0.3124
H -4.783 -0.954 -0.955  -0.3125
Cl 4.808 -2.087 -2.623  -0.1895
Cl 2.563 -0.476 3.513  -0.1299
C -2.404 2.634 1.930  0.8992
Cl 2.563 0.067 -4.621  -0.1374
C 2.828 -5.601 3.848  -0.3372
H 5.597 -0.255 -1.350  0.3595
C 5.616 1.370 1.928  -0.1666
C -3.323 -4.195 3.639  -0.1935
H 3.491 -4.821 -0.263  0.1706
H 5.962 -1.890 -0.521  0.4186
H -2.158 -4.026 -4.375  0.3051
H 1.536 6.464 2.353  0.2893
H 0.422 -0.855 1.164  -0.1179
Cl 5.442 -4.510 0.918  -0.1509
Cl -1.972 4.650 -2.541  -0.1752
H 4.824 -5.203 -1.305  0.3245
H -6.573 4.080 -2.277  0.3183
C -0.817 3.255 -2.509  0.0520
C 1.278 5.432 2.589  -0.1576
Cl 2.749 -3.831 3.591  -0.0285
H 1.561 6.172 -0.711  -0.2037
Cl -5.251 0.306 -5.404  -0.1749
Cl 0.933 1.371 0.357  0.1290
H 0.497 0.652 2.936  -0.2251
Cl 6.730 0.727 0.717  -0.1534
H 2.719 -2.260 -4.215  0.1545
Cl -1.506 2.292 3.452  -0.1499
Cl -3.573 -3.292 -2.573  -0.0723
H 3.001 -5.934 4.872  0.3066
H 5.090 0.570 2.450  0.0313
C -4.340 1.026 -4.094  0.3511
H 1.220 -0.841 -0.429  -0.0511
C 0.489 -0.340 0.206  0.0580
H 6.183 2.069 2.543  0.3602
C -4.784 -1.462 0.010  0.5256
Cl -6.247 -2.353 0.321  -0.1658
Cl -6.565 4.580 0.048  -0.1083
Cl -4.654 -0.218 1.226  -0.2148
Cl -3.203 4.244 2.052  -0.1528
H 0.675 0.302 4.707  0.4373
Cl -1.172 -0.325 -0.647  0.0589
Cl -3.083 -6.089 -3.462  -0.1682
H -1.531 -4.359 -2.782  0.1449
H 3.729 -5.960 3.351  0.2023
Cl 0.875 5.299 4.312  -0.1678
C -2.437 -4.394 -3.387  -0.2135
H -1.173 2.493 -1.816  -0.0587
Cl -2.962 -5.661 4.623  -0.1790
Cl 1.369 -6.303 3.285  -0.1332
H -3.185 1.915 1.685  -0.3440
H -4.614 2.081 -4.103  0.2340
C 4.452 -5.336 -0.290  -0.1795
Cl 0.065 4.926 1.399  -0.0467
H -3.904 -2.101 0.087  0.1033
Cl -3.016 -4.570 2.004  -0.1102

Properties
Frontier orbital gap = 10.7 eV
HOMO level = -0.3909 Ha
ΔE to the lowest compared entry with this formula, charge and spin = 38.92 kcal per mole
Lowest unoccupied orbital energy = 0.08 eV

4.
The following is a DFT calculation (ωB97M-V/def2-TZVPD) of a structure of composition C37H33BF3MoN3S2Sb.

Last column: Löwdin spin population.
Atoms and positions in Å:
H -0.709 2.423 -5.963  0.0000
C 0.378 -2.135 -4.235  -0.0036
H -0.702 -4.030 0.061  0.0004
C 3.524 2.962 0.371  0.0035
C -0.678 -1.362 -4.720  -0.0022
H -4.839 -5.059 2.418  0.0000
C 0.261 2.905 -5.941  0.0019
C 2.724 4.226 -5.917  0.0001
C 2.958 1.429 5.806  0.0003
H -1.590 1.120 4.326  0.0001
H 1.768 1.259 7.583  0.0000
C -3.356 -6.312 3.340  0.0003
C -4.272 1.413 -1.781  0.0634
F 0.566 -3.325 -4.746  -0.0016
S -1.437 -1.733 -0.651  0.0268
H -5.625 2.629 -2.919  0.0037
H -1.301 -1.747 -5.519  0.0001
H -1.678 -7.416 4.090  0.0000
F 2.644 4.249 -8.244  0.0007
H 1.688 -0.103 -1.892  0.0005
C -0.486 -4.039 1.123  0.0006
S -0.782 1.158 0.619  0.0301
H 2.037 -2.344 -2.898  0.0001
H -5.921 2.477 -0.900  0.0105
C 0.001 0.391 -3.172  0.0297
C 2.767 2.225 -1.764  0.0022
N -3.144 1.055 -1.651  0.0223
H 3.664 4.760 -5.945  0.0000
C -0.730 1.124 3.656  0.0007
C 0.566 1.176 5.809  0.0002
H 2.951 1.694 -2.690  0.0002
F 4.460 2.972 1.310  0.0014
H -4.082 -6.897 3.890  0.0000
H 1.095 -2.162 2.958  0.0002
C -1.073 -5.865 2.741  0.0002
H 2.613 4.143 -3.792  0.0000
H -0.042 -3.403 3.524  0.0000
H -1.818 -1.728 3.829  0.0003
C -0.809 -0.246 1.617  0.0159
H 0.518 -4.434 1.276  0.0000
H 2.236 4.233 1.510  0.0000
H -0.366 1.076 6.356  0.0000
C 0.916 3.181 -4.738  0.0044
C 1.021 -0.453 -2.670  0.0047
C 0.043 -2.450 3.009  0.0011
C 0.564 1.225 4.421  0.0000
Mo -1.358 0.470 -1.559  1.6713
N -0.774 -0.163 2.891  0.0083
H 3.890 1.520 6.348  0.0000
C 1.767 1.283 6.501  0.0000
C 0.857 3.254 -7.136  -0.0002
H -0.018 -6.108 2.820  0.0000
C -1.498 -4.836 1.910  0.0000
H 3.889 1.603 3.878  0.0000
C -2.855 -4.541 1.797  0.0003
N -0.461 -2.631 1.623  0.0048
C -0.854 -1.610 0.963  0.0154
H 4.709 1.749 -0.939  -0.0001
C 2.958 1.474 4.416  0.0000
H 0.386 3.050 -8.088  0.0000
Sb -0.042 2.776 -2.922  0.0135
C 2.080 3.905 -7.100  0.0018
H -1.645 0.524 -4.602  0.0004
H -0.355 -1.181 4.672  0.0000
C 1.761 1.373 3.723  0.0003
H -3.196 -3.751 1.131  0.0002
C 3.760 2.251 -0.797  -0.0001
B -5.655 1.900 -1.942  0.0285
C 2.131 3.867 -4.718  0.0012
H 1.757 1.434 2.636  0.0001
H -0.845 1.941 2.955  0.0004
C -0.865 -0.104 -4.187  0.0091
C -2.007 -6.606 3.453  -0.0001
C -3.783 -5.278 2.514  0.0000
C 1.555 2.896 -1.550  0.0034
C 1.360 3.612 -0.366  0.0011
C 2.351 3.659 0.599  0.0003
H 0.439 4.160 -0.193  -0.0001
H -6.407 0.958 -2.097  0.0216
C -0.782 -1.411 3.700  0.0013
C 1.229 -1.701 -3.225  -0.0017

Properties
Total charge = +3
Frontier orbital gap (spin up / spin down) = 5.1 / 5.4 eV
Multiplicity = 3
HOMO level (spin up / spin down) = -0.5978 / -0.5992 Ha
ΔE to the lowest compared entry with this formula, charge and spin = 10.79 kcal per mole
Lowest unoccupied orbital energy (spin up / spin down) = -11.19 / -10.91 eV

5.
The following is a DFT calculation (ωB97M-V/def2-TZVPD) of a structure of composition C11H12N.

Last column: Mulliken charge in e.
Atoms and positions in Å:
H -1.514 2.153 0.249  0.4102
H -1.677 -0.203 -2.379  0.2810
H -1.067 0.151 1.755  0.3584
H -2.711 0.284 1.545  0.3221
H 0.216 -0.708 -2.599  0.2671
C 1.318 -0.903 -0.072  0.4490
C 3.442 0.760 0.227  -0.5483
C -0.742 -0.430 -1.889  -0.7556
C -0.651 -1.092 -0.547  0.2236
H 4.220 1.503 0.560  0.3146
C 3.512 -0.556 0.502  -0.2323
C 2.180 1.341 -0.196  -0.7741
H 4.475 -0.863 0.820  0.4120
C 2.488 -1.454 0.340  -1.0569
C -1.698 -1.265 0.505  -0.8350
N -1.811 0.116 1.106  -0.1499
C 1.071 0.476 -0.304  0.0835
H -2.597 -1.518 -0.047  0.4019
H -1.358 -2.052 1.324  0.3282
C -1.588 1.100 -0.081  -0.6308
H 2.680 -2.504 0.277  0.3988
H -2.502 0.891 -0.747  0.3012
C -0.352 0.404 -0.723  0.9551
H 2.111 2.385 -0.365  0.4759

Properties
Total charge = +1
Frontier orbital gap = 9.4 eV
HOMO level = -0.4627 Ha
ΔE to the lowest compared entry with this formula, charge and spin = 100.31 kcal per mole
Lowest unoccupied orbital energy = -3.16 eV